(1)
# C2H10N4S2

2 unconnected molecules or ions with the total composition C2H10N4S2 (wB97M-V/def2-TZVPD, the Open Molecules 2025 dataset).

The geometry in ORCA input format:
```
! RIJCOSX wB97M-V def2-TZVPD def2/J DEFGRID3
* xyz 2 1
C -2.73 0.94 1.95
C 1.88 -1.81 -1.59
N -1.97 1.12 3.00
N 2.77 -2.61 -2.14
N -4.02 1.31 1.93
N 1.98 -0.55 -1.90
S -2.09 0.28 0.42
S -0.21 -0.27 1.09
H 1.14 -2.01 -0.83
H -2.33 1.41 3.95
H -0.94 1.14 2.91
H 3.62 -2.25 -2.61
H 2.58 -3.65 -2.20
H -4.33 1.55 2.80
H -4.69 1.53 1.24
H 1.42 0.07 -1.39
H 2.62 -0.22 -2.68
H -0.42 -1.55 0.85
*
```

Computed properties:
Energy   -29851.6034 eV
Gap between HOMO and LUMO   10.2 eV
LUMO energy   -6.99 eV
Energy above the lowest of the compared OMol25 structures with the same formula, charge and spin   43.8 kJ/mol

***

(2)
# C20H20N2O5S

C20H20N2O5S in the gas phase (wB97M-V/def2-TZVPD, the Open Molecules 2025 dataset).

The geometry in ORCA input format:
```
! RIJCOSX wB97M-V def2-TZVPD def2/J DEFGRID3
* xyz 0 1
C 3.99 4.32 -0.05
H 3.58 4.91 0.77
H 3.53 4.61 -1.00
H 5.07 4.46 -0.13
O 3.69 2.97 0.25
C 4.12 2.06 -0.65
O 4.72 2.37 -1.66
C 3.77 0.68 -0.28
C 4.16 -0.36 -1.12
C 3.86 -1.67 -0.81
C 3.16 -1.98 0.36
C 2.74 -0.93 1.20
C 3.05 0.38 0.87
H 2.71 1.18 1.51
C 1.88 -1.23 2.38
H 1.72 -2.30 2.49
H 2.28 -0.81 3.31
S 0.23 -0.43 2.21
C -0.25 -1.12 0.71
N 0.32 -2.05 0.02
N -0.44 -2.23 -1.08
C -1.43 -1.40 -1.01
O -1.37 -0.65 0.12
C -2.53 -1.24 -2.00
O -3.81 -1.42 -1.44
C -4.37 -0.43 -0.68
C -3.82 0.83 -0.47
C -4.49 1.77 0.31
C -5.71 1.44 0.88
C -6.26 0.18 0.66
C -5.60 -0.75 -0.11
H -6.01 -1.73 -0.29
H -7.22 -0.07 1.10
H -6.24 2.16 1.49
C -3.86 3.11 0.54
H -2.90 3.00 1.03
H -3.70 3.62 -0.41
H -4.50 3.74 1.16
H -2.87 1.11 -0.89
H -2.41 -2.03 -2.75
H -2.45 -0.26 -2.50
O 2.86 -3.23 0.77
C 2.98 -4.29 -0.16
H 2.57 -5.16 0.35
H 4.02 -4.48 -0.42
H 2.39 -4.08 -1.06
H 4.17 -2.46 -1.48
H 4.70 -0.12 -2.02
*
```

Computed properties:
Energy   -45116.5229 eV
Gap between HOMO and LUMO   9.1 eV
LUMO energy   0.51 eV
Energy above the lowest of the compared OMol25 structures with the same formula, charge and spin   237.4 kJ/mol

***

(3)
# C34H50BFN11S3Ti

A molecular structure, C34H50BFN11S3Ti (wB97M-V/def2-TZVPD, the Open Molecules 2025 dataset).

The geometry in ORCA input format:
```
! RIJCOSX wB97M-V def2-TZVPD def2/J DEFGRID3
* xyz -1 3
Ti 0.35 -0.03 0.20
C -4.62 -0.80 2.52
C -5.27 -0.12 1.32
C -6.70 -0.64 1.23
C -5.24 1.39 1.51
N -4.59 -0.41 0.02
C -5.25 -0.13 -1.18
C -4.36 -0.27 -2.17
N -3.16 -0.63 -1.62
B -1.86 -0.72 -2.43
N -1.33 -2.21 -2.31
C -2.21 -3.16 -2.80
C -1.77 -4.37 -2.42
N -0.62 -4.19 -1.68
C -0.33 -2.85 -1.66
S 1.12 -2.15 -1.10
C 0.11 -5.33 -1.07
C -0.91 -6.42 -0.72
C 0.81 -4.96 0.24
C 1.12 -5.85 -2.09
N -0.80 0.37 -2.08
C 0.36 0.32 -2.88
C 0.79 1.56 -3.09
N -0.09 2.44 -2.46
C -1.12 1.73 -1.92
S -2.55 2.32 -1.27
C 0.19 3.90 -2.57
C -0.70 4.80 -1.71
C 0.00 4.29 -4.04
C 1.64 4.13 -2.13
C -3.29 -0.70 -0.27
S -2.02 -1.12 0.78
H -5.28 -0.63 3.38
H -3.64 -0.39 2.75
H -4.51 -1.87 2.37
H -7.20 -0.46 2.18
H -6.71 -1.72 1.03
H -7.29 -0.14 0.46
H -5.72 1.66 2.46
H -5.76 1.90 0.70
H -4.21 1.75 1.52
H -6.28 0.17 -1.22
H -4.47 -0.10 -3.23
H -2.19 -0.58 -3.59
H -3.08 -2.88 -3.36
H -2.19 -5.34 -2.62
H -1.70 -6.02 -0.08
H -0.40 -7.22 -0.19
H -1.37 -6.87 -1.60
H 0.15 -4.42 0.91
H 1.70 -4.35 0.09
H 1.11 -5.90 0.73
H 0.63 -6.15 -3.01
H 1.66 -6.71 -1.68
H 1.85 -5.07 -2.32
H 0.80 -0.61 -3.18
H 1.69 1.88 -3.58
H -1.73 4.79 -2.03
H -0.30 5.81 -1.79
H -0.67 4.50 -0.66
H -1.02 4.08 -4.35
H 0.68 3.74 -4.69
H 0.19 5.36 -4.16
H 1.75 3.88 -1.07
H 1.89 5.19 -2.26
H 2.36 3.55 -2.69
C 4.91 -1.28 0.85
C 5.45 -0.27 1.86
C 4.85 -0.50 3.25
C 5.37 1.19 1.35
N 4.18 1.64 0.63
C 2.86 1.35 1.14
N 2.17 0.85 -0.04
N 3.06 0.86 -1.07
N 4.19 1.27 -0.74
H 5.10 -2.30 1.20
H 5.36 -1.15 -0.13
H 3.83 -1.17 0.74
H 6.53 -0.44 1.97
H 3.76 -0.62 3.22
H 5.08 0.33 3.93
H 5.26 -1.41 3.69
H 6.19 1.35 0.64
H 5.53 1.87 2.19
H 2.86 0.60 1.94
C -0.19 1.95 1.17
C 0.78 2.17 2.20
C 0.60 1.81 3.53
C 1.56 2.05 4.51
C 2.74 2.77 4.17
C 3.00 3.13 2.88
C 2.15 2.60 1.77
C 3.64 3.16 5.21
N 4.37 3.47 6.05
H -0.11 2.64 0.34
H -1.22 1.83 1.51
H -0.34 1.36 3.81
H 1.39 1.76 5.54
H 3.88 3.71 2.63
H 2.10 3.33 0.95
F 0.71 -0.92 1.71
*
```

Computed properties:
Energy   -111481.6195 eV
Gap between HOMO and LUMO (spin up / spin down)   5.0 / 6.7 eV
LUMO energy (spin up / spin down)   2.22 / 2.22 eV
⟨S²⟩   2.043
Energy above the lowest of the compared OMol25 structures with the same formula, charge and spin   138.1 kJ/mol

***

(4)
# C6H18N2O2

3 unconnected molecules or ions with the total composition C6H18N2O2 (wB97M-V/def2-TZVPD, the Open Molecules 2025 dataset).

The geometry in ORCA input format:
```
! RIJCOSX wB97M-V def2-TZVPD def2/J DEFGRID3
* xyz 0 1
C -0.27 1.87 -1.70
N -0.06 0.92 -0.56
C 0.01 -0.44 -1.25
C -1.42 -1.09 -1.26
C -2.05 -0.60 -0.02
C -1.21 0.76 0.37
C -0.69 0.69 1.84
N 0.04 -0.63 2.11
H 0.55 1.70 -2.37
H -0.17 2.92 -1.47
H -1.26 1.80 -2.29
H 0.79 -1.01 -0.65
H 0.46 -0.27 -2.19
H -1.10 -2.25 -1.03
H -2.04 -0.98 -2.26
H -3.08 -0.35 -0.23
H -2.08 -1.39 0.80
H -1.84 1.68 0.43
H -1.43 0.75 2.58
H -0.07 1.48 2.37
H -0.43 -1.34 1.74
H 0.90 -0.51 1.58
H 3.20 -1.45 0.86
H 1.89 -2.36 1.32
O 2.68 -1.99 1.59
H 2.20 0.66 0.20
H 3.48 1.06 -0.25
O 2.99 0.37 -0.27
*
```

Computed properties:
Energy   -13586.1828 eV
Gap between HOMO and LUMO   9.7 eV
LUMO energy   0.73 eV
Energy above the lowest of the compared OMol25 structures with the same formula, charge and spin   286.8 kJ/mol

***

(5)
# H4NPS

2 unconnected molecules or ions with the total composition H4NPS (wB97M-V/def2-TZVPD, the Open Molecules 2025 dataset).

The geometry in ORCA input format:
```
! RIJCOSX wB97M-V def2-TZVPD def2/J DEFGRID3
* xyz 0 1
N 0.07 -0.67 -1.32
P -0.53 -0.50 1.19
S 0.85 0.90 1.67
H -0.23 -1.44 -1.89
H 1.09 -0.77 -1.40
H -1.39 0.38 0.36
H 0.14 2.09 1.38
*
```

Computed properties:
Energy   -21676.1244 eV
Gap between HOMO and LUMO (spin up / spin down)   8.5 / 7.1 eV
LUMO energy (spin up / spin down)   -0.73 / -0.68 eV
Energy above the lowest of the compared OMol25 structures with the same formula, charge and spin   278.3 kJ/mol